[1]
Here is a structure of composition C15H18CoN3OS5Sb from the Open Molecules 2025 dataset. Energies are from ωB97M-V with the def2-TZVPD basis set.

```
44
Properties=species:S:1:pos:R:3
Co -0.49144 2.83423 -0.08276
S -3.07083 6.46869 2.18132
Sb -1.21643 5.14976 2.00964
S -1.47953 2.82583 1.99058
S -0.21191 5.10686 -0.12533
C 4.31157 -0.33536 1.55034
C 3.03587 -0.21980 2.37319
N 1.87707 -0.75808 1.68047
C 1.59476 -2.16882 1.90456
C 0.57535 -2.39210 3.01231
C 1.07985 0.00305 0.88594
S 1.55629 1.59653 0.55707
N 0.01948 -0.68005 0.40637
C -1.01334 -0.15387 -0.23413
O -1.33416 1.03824 -0.44354
C -1.97764 -1.17964 -0.78268
C -3.14266 -0.75034 -1.41190
C -4.03653 -1.67034 -1.93614
C -3.77607 -3.02916 -1.83470
C -2.61911 -3.46385 -1.20307
C -1.72593 -2.54470 -0.67925
H 5.16671 0.03965 2.11435
H 4.21581 0.24800 0.63631
H 4.51153 -1.37446 1.28169
H 2.83844 0.82177 2.61966
H 3.13504 -0.77162 3.31235
H 2.54615 -2.64430 2.15842
H 1.24392 -2.60883 0.97301
H 0.91700 -1.95410 3.95128
H 0.40958 -3.45880 3.17529
H -0.37071 -1.92809 2.73987
H -3.33903 0.31211 -1.46542
H -4.94184 -1.32515 -2.41948
H -4.47598 -3.74813 -2.24213
H -2.41508 -4.52406 -1.11768
H -0.82219 -2.86471 -0.18241
S 1.59861 3.10836 -4.05904
C 0.33853 1.95239 -4.15706
C -0.34564 1.91567 -2.98807
N 0.11105 2.78503 -2.03171
C 1.12740 3.47366 -2.46470
H 0.16102 1.36997 -5.04388
H -1.18677 1.28447 -2.75348
H 1.62182 4.21407 -1.85548
```

Values from the calculation:
HOMO (alpha / beta) ... -3.93 / -4.58 eV
LUMO level (alpha / beta) ... 2.22 / 1.70 eV
Total charge ... -1
Orbital gap (alpha / beta) ... 6.15 / 6.28 eV
Spin multiplicity ... 3

[2]
Here is a structure of composition C15H18CuNO3S from the Open Molecules 2025 dataset. Energies are from ωB97M-V with the def2-TZVPD basis set.

```
39
Properties=species:S:1:pos:R:3
Cu 0.35355 0.21017 -0.91944
C -1.03705 3.62629 -3.07892
C -1.16342 2.64090 -1.94731
C -0.90552 3.02623 -0.63114
C -0.98229 2.12501 0.42567
C -0.66063 2.53778 1.83770
C -1.37816 0.80338 0.15449
C -1.70502 0.38985 -1.15697
C -2.35628 -0.95197 -1.39668
C -1.54316 1.32120 -2.20035
H -0.07928 3.50858 -3.58973
H -1.09463 4.65184 -2.71684
H -1.82299 3.47775 -3.81942
H -0.62836 4.05468 -0.42607
H 0.34489 2.21502 2.11628
H -1.34979 2.08199 2.54781
H -0.70893 3.61938 1.95210
H -1.53685 0.11477 0.97915
H -3.43997 -0.85100 -1.31326
H -2.03543 -1.69281 -0.66354
H -2.13420 -1.32934 -2.39503
H -1.79883 1.02290 -3.21192
N 2.36039 0.29486 -0.59376
C 2.13244 -0.89074 0.23336
C 2.51236 -0.96084 1.55620
C 2.08218 -2.04160 2.32438
C 1.29546 -3.03794 1.76890
C 0.96129 -2.98850 0.41657
C 1.36540 -1.90688 -0.34673
S 0.65885 -4.38347 2.76904
O -0.71877 -4.47706 2.32077
O 1.49554 -5.50313 2.38483
O 0.83892 -3.89897 4.12219
H 2.81152 1.03614 -0.07177
H 2.94998 0.07983 -1.39152
H 3.10568 -0.16590 1.99758
H 2.32743 -2.10748 3.37787
H 0.35220 -3.78221 0.00080
H 1.13148 -1.86871 -1.41527
```

Values from the calculation:
HOMO ... -7.80 eV
LUMO level ... -0.70 eV
Orbital gap ... 7.10 eV

[3]
Here is a cluster of 5 separate species, C15H18F2O15 in total at a distorted geometry from the Open Molecules 2025 dataset. Energies are from ωB97M-V with the def2-TZVPD basis set.

```
50
Properties=species:S:1:pos:R:3
O 4.48701 -0.76426 -2.66298
C 3.46659 -1.38042 -2.56645
O 2.79771 -1.73526 -1.43536
C 2.06178 -2.84709 -1.84397
C 1.78565 -2.70718 -3.30718
F 0.59130 -2.06725 -3.44652
O 2.83132 -1.92791 -3.67777
H 2.63981 -3.71368 -1.59479
H 1.09554 -2.79770 -1.42816
H 1.85000 -3.64151 -3.86468
O 1.51643 -2.95971 2.71134
C 0.98700 -1.88992 2.50455
O 0.35069 -1.16319 3.37628
C -0.30265 -0.06773 2.67495
C 0.13373 -0.25832 1.25416
F 0.97785 0.75886 0.89146
O 0.74610 -1.51377 1.22937
H -1.33648 -0.07507 2.82818
H 0.15980 0.82070 3.17978
H -0.68205 -0.24285 0.50132
O -1.52380 2.23000 0.59028
C -1.26407 3.23356 -0.03560
O -2.09628 4.26072 -0.23079
C -1.47035 5.13887 -1.23570
C -0.01264 4.63777 -1.25600
O -0.09852 3.35266 -0.64750
H -2.06704 5.11985 -2.14642
H -1.56208 6.18503 -0.89824
H 0.66829 5.19865 -0.66997
H 0.28063 4.37928 -2.27157
O -2.75165 -0.44925 4.93407
C -2.29546 -1.56086 4.86542
O -1.59941 -2.12581 5.95828
C -1.37304 -3.49463 5.63781
C -1.54118 -3.47635 4.10310
O -2.36413 -2.41773 3.79746
H -0.32197 -3.77696 5.83358
H -2.11247 -4.08166 6.18700
H -1.94953 -4.37214 3.68509
H -0.53965 -3.26547 3.67060
O -0.86909 3.86039 -4.49890
C -0.47912 2.87747 -3.98074
O 0.79712 2.51537 -4.00553
C 0.80499 1.11397 -3.74084
C -0.46560 0.91288 -2.83232
O -1.25200 1.95575 -3.37645
H 0.65498 0.52611 -4.64334
H 1.71421 0.77869 -3.26120
H -0.22458 0.99043 -1.81257
H -0.84365 -0.07338 -3.04257
```

Values from the calculation:
HOMO ... -11.11 eV
LUMO level ... 0.43 eV
Orbital gap ... 11.54 eV

[4]
Here is a structure of composition C15H18F6N3O6PbS4SeSi from the Open Molecules 2025 dataset. Energies are from ωB97M-V with the def2-TZVPD basis set.

```
55
Properties=species:S:1:pos:R:3
Pb -1.24605 2.16477 0.10655
O 1.01727 -1.72409 -4.26635
C -0.33950 -1.67540 -4.32241
C -1.01835 -2.25097 -5.39358
C -2.39533 -2.17870 -5.47793
C -3.12242 -1.51518 -4.49771
C -2.44957 -0.93704 -3.44136
C -1.05990 -1.01361 -3.31919
C -0.44507 -0.38549 -2.12186
O -1.11695 0.51917 -1.51295
N 0.70419 -0.87837 -1.72718
N 1.25835 -0.26671 -0.60035
C 2.56092 -0.12240 -0.66481
S 3.50384 0.45011 0.66478
C 4.95870 0.78671 -0.37203
C 5.02273 -0.28843 -1.43454
S 3.35987 -0.50370 -2.13785
H 1.33934 -2.16621 -5.06076
H -0.44982 -2.75505 -6.16662
H -2.90142 -2.63682 -6.31712
H -4.19879 -1.44823 -4.56318
H -2.99963 -0.40680 -2.67625
H 5.82883 0.77126 0.28206
H 4.85168 1.78041 -0.80508
H 5.35092 -1.24104 -1.02007
H 5.68965 -0.00687 -2.24820
F 1.59714 3.04769 5.04561
C 1.52641 2.60375 3.80615
F 2.74769 2.31186 3.36608
F 0.78718 1.49095 3.78649
S 0.78508 3.89507 2.71527
O 0.62198 3.22650 1.41857
O 1.67686 4.99334 2.78512
N -0.59384 4.18057 3.42070
S -1.91070 3.61734 2.79946
O -2.37605 4.32144 1.62872
O -1.90974 2.16084 2.59942
C -3.09954 3.95208 4.17138
F -3.13788 5.24386 4.42573
F -4.29221 3.53263 3.76782
F -2.73353 3.28189 5.25184
C 0.62240 -3.35771 0.67543
Si -0.69933 -2.17716 1.22849
C -1.05805 -2.15297 3.05118
C -2.22965 -2.19881 0.17926
Se 0.40987 -0.05827 1.07863
H 0.29723 -4.38467 0.85981
H 1.55311 -3.20401 1.22387
H 0.81356 -3.25071 -0.39346
H -1.64370 -3.03538 3.31918
H -1.64527 -1.27891 3.34073
H -0.14207 -2.16537 3.64261
H -2.70896 -3.17701 0.26997
H -2.00756 -2.03993 -0.87498
H -2.95390 -1.45023 0.50491
```

Values from the calculation:
HOMO ... -11.20 eV
LUMO level ... -3.95 eV
Total charge ... +1
Orbital gap ... 7.26 eV

[5]
Here is an isolated molecule of C15H18N2O4 at a distorted geometry from the Open Molecules 2025 dataset. Energies are from ωB97M-V with the def2-TZVPD basis set.

```
39
Properties=species:S:1:pos:R:3
C -3.90291 -1.21461 -2.11695
C -3.78623 -0.03993 -1.15308
O -2.50284 0.57442 -1.22161
C -1.45684 -0.16687 -0.72739
C -0.40975 -0.46573 -1.59437
C 0.68188 -1.19738 -1.17436
C 0.73219 -1.66943 0.13378
C 1.85038 -2.54293 0.58410
O 1.67909 -3.62965 1.08900
N 3.12128 -2.08000 0.35305
C 3.55658 -0.82004 0.01783
C 2.89768 0.43754 0.12155
C 3.83855 1.32966 -0.30438
C 3.81712 2.80517 -0.44452
O 4.96172 0.67105 -0.62822
N 4.78332 -0.65724 -0.42380
C -0.30379 -1.37529 1.00798
C -1.38230 -0.59633 0.60796
O -2.35440 -0.31938 1.54091
C -2.56930 1.05940 1.81728
C -1.38635 1.68465 2.54825
H -3.20675 -2.00292 -1.83686
H -3.67707 -0.89349 -3.13106
H -4.91365 -1.61162 -2.08765
H -4.00713 -0.37256 -0.13325
H -4.48277 0.75552 -1.42970
H -0.48226 -0.11547 -2.61237
H 1.47746 -1.42724 -1.86682
H 3.86399 -2.75615 0.49093
H 1.90636 0.63938 0.46258
H 4.48575 3.26032 0.28497
H 4.16156 3.08940 -1.43678
H 2.80926 3.17638 -0.28738
H -0.27476 -1.73607 2.02446
H -2.77430 1.61692 0.89630
H -3.46015 1.07434 2.44981
H -1.62245 2.71055 2.81657
H -0.50391 1.68262 1.91086
H -1.16427 1.12300 3.45236
```

Values from the calculation:
HOMO ... -9.00 eV
LUMO level ... 0.56 eV
Orbital gap ... 9.56 eV

[6]
Here is an isolated molecule of C15H18N2O5S at a distorted geometry from the Open Molecules 2025 dataset. Energies are from ωB97M-V with the def2-TZVPD basis set.

```
41
Properties=species:S:1:pos:R:3
O -2.61816 -2.43873 1.09716
C -2.30493 -1.39058 0.48247
N -2.70859 -0.06003 0.82458
C -2.31822 0.72160 -0.14302
C -1.40422 1.84772 0.83160
C -2.38650 3.08870 1.17034
C -3.25967 3.21896 0.01792
C -3.42635 1.97618 -0.55889
C -1.63518 0.00917 -0.97822
O -1.02573 0.40547 -1.78807
N -1.79394 -1.19922 -0.86103
C -1.12576 -2.29904 -1.44691
C 0.46034 -2.10670 -1.41628
S 1.03439 -1.88784 0.15778
O 1.08443 -2.84240 1.02836
O 0.32129 -0.60824 0.73140
O 2.46892 -1.32252 0.09791
C 2.98075 -0.13096 -0.00327
C 4.12696 0.28185 0.61979
C 4.74093 1.74205 0.44830
C 3.86336 2.68143 0.02429
C 2.63126 2.32070 -0.76928
C 2.07960 1.12046 -0.51382
H -3.17074 -0.00538 1.74759
H -1.00748 1.51693 1.65295
H -0.63607 2.21729 0.21214
H -1.91007 3.86369 1.38557
H -3.00552 2.67550 2.08699
H -4.26805 3.50874 0.22690
H -2.81565 3.75645 -0.71659
H -3.36551 1.79670 -1.85456
H -4.43371 1.36307 -0.06155
H -1.24839 -3.03752 -0.76103
H -1.54426 -2.52200 -2.25127
H 0.58934 -1.00340 -2.01399
H 0.87120 -2.83971 -1.82858
H 4.73538 -0.64075 1.00775
H 5.66881 1.88906 0.96241
H 4.25764 3.81982 -0.35007
H 2.03078 3.14831 -0.98142
H 1.24226 0.91447 -1.06901
```

Values from the calculation:
HOMO ... -8.43 eV
LUMO level ... 0.47 eV
Orbital gap ... 8.91 eV